Record 1
Density functional theory data (ωB97M-V/def2-TZVPD) for 16 unconnected molecules or ions with the total composition C64H176N16O16 in a non-equilibrium geometry.

Element x y z (Å)
C  -1.369  3.948  -0.464
C  -0.859  5.389  -0.754
C  -1.368  6.032  -2.063
O  -1.133  5.144  -3.165
C  -2.179  4.988  -4.074
N  -1.110  6.274  0.343
H  -0.970  3.238  -1.188
H  -2.455  4.027  -0.512
H  -0.950  3.622  0.488
H  0.228  5.271  -0.771
H  -0.996  7.038  -2.261
H  -2.442  6.150  -1.904
H  -1.954  4.275  -4.868
H  -2.300  5.926  -4.619
H  -3.088  4.598  -3.614
H  -0.649  5.941  1.183
H  -0.539  7.094  0.178
C  2.761  5.362  2.803
C  2.218  6.562  2.054
C  1.021  7.228  2.816
O  0.015  6.239  2.912
C  -1.105  6.603  3.649
N  3.264  7.465  1.726
H  2.107  4.500  2.934
H  2.985  5.650  3.834
H  3.746  5.036  2.467
H  1.669  6.179  1.191
H  0.719  8.096  2.227
H  1.301  7.594  3.806
H  -0.910  6.656  4.721
H  -1.893  5.851  3.600
H  -1.528  7.521  3.238
H  4.063  6.950  1.381
H  3.575  7.952  2.555
C  -1.094  1.864  2.701
C  -1.607  2.860  3.761
C  -2.742  2.284  4.634
O  -3.888  1.871  3.848
C  -4.642  2.874  3.238
N  -0.482  3.412  4.493
H  -1.856  1.499  2.012
H  -0.756  0.970  3.228
H  -0.164  2.288  2.325
H  -2.078  3.653  3.177
H  -2.985  3.106  5.309
H  -2.330  1.443  5.192
H  -5.055  3.629  3.909
H  -5.499  2.443  2.720
H  -3.993  3.359  2.506
H  -0.141  4.186  3.939
H  0.222  2.688  4.586
C  1.296  -5.771  -1.778
C  0.181  -5.412  -0.850
C  0.641  -4.419  0.143
O  -0.514  -4.063  0.965
C  -0.140  -3.292  2.082
N  -0.887  -4.933  -1.668
H  1.614  -4.866  -2.298
H  1.015  -6.437  -2.594
H  2.184  -6.126  -1.252
H  -0.094  -6.315  -0.302
H  1.004  -3.563  -0.429
H  1.429  -4.858  0.758
H  0.486  -3.865  2.768
H  -0.958  -2.842  2.645
H  0.404  -2.394  1.779
H  -1.549  -4.536  -1.014
H  -0.521  -4.208  -2.277
C  9.623  0.028  2.203
C  9.527  0.912  0.970
C  8.090  1.288  0.620
O  7.467  0.120  0.117
C  6.289  -0.339  0.820
N  10.368  2.098  1.161
H  10.624  -0.270  2.514
H  8.888  -0.777  2.190
H  9.284  0.622  3.056
H  9.847  0.342  0.096
H  8.097  1.919  -0.271
H  7.722  1.865  1.470
H  5.491  0.176  0.284
H  6.265  -0.070  1.877
H  6.169  -1.421  0.783
H  10.477  2.551  0.263
H  11.303  1.818  1.425
C  5.771  3.914  -0.749
C  5.084  5.170  -1.271
C  3.530  5.017  -1.335
O  2.982  6.238  -1.929
C  2.814  6.118  -3.382
N  5.423  6.304  -0.405
H  6.817  4.039  -0.469
H  5.660  3.071  -1.432
H  5.226  3.610  0.147
H  5.501  5.484  -2.230
H  3.200  5.004  -0.296
H  3.182  4.124  -1.854
H  1.937  6.672  -3.716
H  2.634  5.092  -3.707
H  3.758  6.408  -3.844
H  6.359  6.642  -0.582
H  4.826  7.069  -0.692
C  2.475  2.041  0.179
C  1.933  0.699  -0.331
C  0.402  0.528  -0.198
O  0.014  -0.824  -0.487
C  -1.364  -1.061  -0.236
N  2.297  0.531  -1.737
H  1.983  2.911  -0.258
H  3.542  2.206  0.026
H  2.226  2.159  1.234
H  2.420  -0.118  0.204
H  -0.133  1.193  -0.878
H  0.146  0.879  0.802
H  -1.691  -2.049  -0.559
H  -2.024  -0.361  -0.752
H  -1.615  -1.030  0.826
H  1.640  -0.098  -2.181
H  2.020  1.387  -2.206
C  3.962  -1.777  -4.266
C  4.064  -2.871  -3.221
C  5.488  -2.980  -2.647
O  6.360  -3.375  -3.731
C  7.757  -3.505  -3.382
N  3.092  -2.665  -2.212
H  2.945  -1.759  -4.657
H  4.610  -1.911  -5.133
H  4.208  -0.799  -3.850
H  3.884  -3.812  -3.745
H  5.504  -3.734  -1.857
H  5.866  -2.114  -2.099
H  8.164  -2.557  -3.026
H  8.297  -3.742  -4.297
H  7.838  -4.275  -2.614
H  3.406  -3.033  -1.321
H  3.013  -1.687  -1.959
C  -0.418  0.664  6.926
C  0.034  -0.390  5.860
C  1.350  -0.098  5.164
O  1.301  1.204  4.589
C  2.533  1.540  3.986
N  0.056  -1.749  6.433
H  -0.357  1.696  6.581
H  0.183  0.538  7.827
H  -1.445  0.548  7.273
H  -0.755  -0.317  5.108
H  1.497  -0.848  4.385
H  2.196  -0.119  5.854
H  3.353  1.617  4.702
H  2.394  2.487  3.466
H  2.768  0.766  3.253
H  0.496  -2.506  5.929
H  -0.877  -2.122  6.544
C  0.403  -2.916  -5.222
C  0.246  -1.698  -4.273
C  -1.002  -0.826  -4.495
O  -1.009  0.336  -3.688
C  -2.237  1.030  -3.615
N  0.150  -2.295  -2.953
H  -0.396  -3.608  -4.952
H  1.334  -3.472  -5.110
H  0.311  -2.685  -6.284
H  1.079  -0.997  -4.356
H  -1.895  -1.436  -4.354
H  -1.037  -0.539  -5.548
H  -3.108  0.373  -3.638
H  -2.442  1.698  -4.455
H  -2.287  1.676  -2.738
H  0.150  -1.588  -2.227
H  1.061  -2.700  -2.754
C  -7.523  -4.540  4.138
C  -6.053  -4.126  4.401
C  -5.821  -2.622  4.270
O  -4.555  -2.446  3.687
C  -4.230  -1.125  3.477
N  -5.749  -4.596  5.740
H  -8.203  -4.110  4.873
H  -7.503  -5.629  4.156
H  -7.899  -4.135  3.197
H  -5.452  -4.677  3.676
H  -5.835  -2.159  5.258
H  -6.550  -2.185  3.584
H  -4.794  -0.772  2.610
H  -3.164  -1.048  3.265
H  -4.466  -0.508  4.346
H  -4.848  -4.196  5.972
H  -5.578  -5.592  5.756
C  2.709  2.274  -4.649
C  1.249  2.767  -4.643
C  0.366  2.325  -5.918
O  1.029  2.797  -7.099
C  0.384  2.598  -8.367
N  0.699  2.396  -3.355
H  3.323  2.580  -5.496
H  2.682  1.187  -4.745
H  3.122  2.542  -3.677
H  1.209  3.856  -4.690
H  -0.653  2.711  -5.867
H  0.329  1.235  -5.970
H  -0.692  2.663  -8.197
H  0.618  1.615  -8.778
H  0.777  3.405  -8.983
H  0.019  1.640  -3.405
H  0.045  3.165  -3.265
C  3.817  -2.425  1.843
C  4.783  -3.590  1.460
C  4.895  -4.549  2.678
O  5.539  -3.849  3.811
C  6.931  -3.622  3.735
N  4.224  -4.230  0.272
H  2.818  -2.858  1.764
H  3.851  -1.602  1.130
H  3.960  -2.132  2.883
H  5.710  -3.042  1.291
H  5.537  -5.421  2.545
H  3.923  -4.969  2.938
H  7.427  -4.443  3.213
H  7.295  -3.598  4.761
H  7.181  -2.735  3.151
H  3.446  -4.841  0.485
H  4.945  -4.871  -0.034
C  -7.953  -1.390  -3.582
C  -6.911  -2.330  -4.117
C  -5.628  -2.368  -3.286
O  -4.576  -2.956  -4.017
C  -3.386  -3.273  -3.324
N  -7.523  -3.641  -4.262
H  -8.701  -1.158  -4.340
H  -7.528  -0.416  -3.334
H  -8.497  -1.710  -2.693
H  -6.624  -1.989  -5.113
H  -5.783  -2.828  -2.308
H  -5.426  -1.320  -3.051
H  -2.488  -3.458  -3.913
H  -3.566  -4.167  -2.723
H  -3.093  -2.551  -2.559
H  -7.829  -4.001  -3.369
H  -6.826  -4.229  -4.698
C  -5.457  -7.429  1.286
C  -4.764  -7.016  0.029
C  -4.106  -5.617  0.152
O  -5.118  -4.644  0.278
C  -4.570  -3.397  0.710
N  -3.698  -7.983  -0.246
H  -6.257  -6.708  1.456
H  -4.833  -7.437  2.181
H  -5.860  -8.435  1.411
H  -5.477  -6.971  -0.796
H  -3.454  -5.474  -0.713
H  -3.457  -5.631  1.030
H  -4.069  -3.521  1.672
H  -5.294  -2.605  0.900
H  -3.752  -3.015  0.095
H  -3.073  -7.652  -0.969
H  -4.023  -8.879  -0.581
C  -7.984  -1.107  0.303
C  -7.560  0.233  0.838
C  -7.135  1.261  -0.299
O  -5.919  1.058  -0.929
C  -4.739  1.121  -0.104
N  -8.747  0.814  1.503
H  -7.115  -1.585  -0.153
H  -8.741  -0.993  -0.472
H  -8.306  -1.825  1.058
H  -6.775  0.055  1.576
H  -7.102  2.222  0.222
H  -7.959  1.350  -1.006
H  -4.938  0.798  0.918
H  -4.399  2.152  0.022
H  -3.910  0.657  -0.636
H  -8.504  1.756  1.779
H  -8.811  0.289  2.365

Energy relative to the best compared isomer or geometry (same formula, charge and spin): 82.0 kcal per mole
2S+1: 1
HOMO-LUMO gap: 9.169 eV
DFT total energy: -125813.324 eV
E_LUMO: 0.4432 eV
Charge: 0

Record 2
Density functional theory data (ωB97M-V/def2-TZVPD) for 19 unconnected molecules or ions with the total composition C2H40O20 in a non-equilibrium geometry.

Element x y z (Å)
O  -1.771  -10.773  0.680
C  -2.660  -11.723  0.143
C  -2.016  -12.509  -1.020
O  -2.794  -13.571  -1.523
H  -3.646  -11.198  -0.082
H  -2.864  -12.372  0.919
H  -1.065  -12.978  -0.752
H  -1.848  -11.939  -1.835
O  -3.700  -15.054  -3.632
H  -3.303  -14.479  -2.974
H  -3.547  -14.393  -4.295
O  -5.370  -13.650  -0.670
H  -5.211  -14.199  0.073
H  -4.490  -13.432  -0.950
O  -0.075  -13.614  -3.959
H  -0.055  -12.734  -3.528
H  -0.474  -14.182  -3.284
O  -5.251  -12.499  2.103
H  -4.416  -12.248  1.682
H  -5.891  -12.582  1.412
O  -2.820  -14.746  3.006
H  -2.629  -13.816  3.043
H  -2.152  -15.192  3.531
O  -2.444  -9.802  -3.587
H  -2.776  -10.706  -3.668
H  -2.442  -9.551  -2.631
O  -1.987  -15.446  0.478
H  -2.198  -15.371  1.364
H  -2.438  -14.705  0.001
O  0.355  -13.023  1.334
H  -0.231  -13.455  1.958
H  -0.232  -12.910  0.577
O  -1.044  -15.457  -2.368
H  -1.524  -14.858  -1.790
H  -0.264  -15.738  -1.791
O  -3.680  -9.597  2.072
H  -4.607  -9.621  1.938
H  -3.288  -10.138  1.317
O  -4.649  -8.802  -1.537
H  -5.014  -9.709  -1.335
H  -5.274  -8.186  -1.145
O  -2.022  -8.768  -0.994
H  -1.850  -9.598  -0.470
H  -2.929  -8.648  -1.118
O  0.044  -10.807  -3.277
H  -0.771  -10.331  -3.427
H  0.130  -10.865  -2.280
O  -1.877  -12.010  3.211
H  -1.845  -11.672  2.302
H  -2.577  -11.507  3.662
O  -4.112  -11.941  -3.186
H  -3.632  -12.159  -4.037
H  -3.568  -12.377  -2.501
O  -6.412  -10.829  -1.054
H  -6.054  -11.680  -1.061
H  -7.120  -10.841  -1.741
O  0.100  -9.833  2.145
H  0.010  -8.888  2.038
H  -0.551  -10.204  1.544
O  0.406  -10.801  -0.755
H  0.975  -11.454  -0.325
H  -0.397  -10.780  -0.231

Energy relative to the best compared isomer or geometry (same formula, charge and spin): 18.0 kcal per mole
2S+1: 1
HOMO-LUMO gap: 7.901 eV
DFT total energy: -43675.313 eV
E_LUMO: 4.4812 eV
Charge: -2

Record 3
Density functional theory data (ωB97M-V/def2-TZVPD) for a single C4H8N2S molecule in a non-equilibrium geometry.

Element x y z (Å)
C  -2.172  -0.945  0.352
N  -2.088  -0.411  -0.749
N  -0.964  0.467  -1.121
C  -0.082  0.714  -0.001
C  1.343  1.259  -0.167
C  1.233  0.050  0.488
S  2.035  -1.086  -0.572
H  -1.542  -0.743  1.230
H  -3.031  -1.597  0.586
H  -0.782  0.323  -2.210
H  -0.448  1.271  0.809
H  2.135  1.394  -1.104
H  1.670  1.852  0.701
H  1.284  -0.288  1.642
H  1.409  -2.261  0.115

Energy relative to the best compared isomer or geometry (same formula, charge and spin): 136.8 kcal per mole
2S+1: 1
HOMO-LUMO gap: 9.219 eV
SMILES: C=NN[C@@H]1C[C@@H]1S
DFT total energy: -18087.809 eV
E_LUMO: 0.6901 eV
Charge: 0

Record 4
Density functional theory data (ωB97M-V/def2-TZVPD) for a single C3H7NO2 molecule in a non-equilibrium geometry.

Element x y z (Å)
O  -1.661  0.505  0.206
C  -1.152  -0.812  0.311
C  0.151  -1.013  -0.437
O  1.271  -0.615  0.360
C  1.721  0.607  0.548
N  1.082  1.628  -0.073
H  -1.190  1.069  0.832
H  -1.000  -1.110  1.358
H  -1.905  -1.476  -0.122
H  0.340  -2.076  -0.599
H  0.122  -0.507  -1.412
H  1.891  2.218  -0.197
H  0.330  1.583  -0.774

Energy relative to the best compared isomer or geometry (same formula, charge and spin): 79.1 kcal per mole
2S+1: 1
HOMO-LUMO gap: 9.437 eV
DFT total energy: -8807.100 eV
E_LUMO: 0.9028 eV
Charge: 0

Record 5
Density functional theory data (ωB97M-V/def2-TZVPD) for 9 unconnected molecules or ions with the total composition C31H66BN12O12S in a non-equilibrium geometry.

Element x y z (Å)
C  -2.021  -0.656  -1.140
C  -3.240  0.053  -1.845
O  -3.233  0.100  -3.043
O  -4.178  0.611  -0.983
C  -5.435  0.874  -1.560
N  -6.551  0.021  -1.031
C  -7.550  -0.588  -1.799
B  -7.778  -0.609  -3.397
N  -8.179  -1.886  -3.994
O  -7.615  0.522  -4.221
C  -8.460  -1.265  -0.881
N  -7.868  -1.005  0.356
N  -8.298  -1.412  1.643
C  -7.666  -2.464  1.935
S  -6.854  -3.797  2.193
C  -6.727  -0.250  0.304
O  -5.987  0.112  1.367
H  -2.157  -0.659  -0.033
H  -1.935  -1.709  -1.487
H  -1.117  -0.036  -1.379
H  -5.718  1.919  -1.247
H  -5.490  0.867  -2.670
H  -7.918  -2.632  -3.339
H  -7.616  -2.073  -4.833
H  -6.767  0.475  -4.702
H  -9.387  -1.831  -1.084
H  -6.252  1.005  1.678
C  -2.618  -2.271  2.443
O  -1.864  -2.922  1.745
N  -2.302  -1.706  3.627
C  -3.262  -0.940  4.396
C  -0.952  -1.870  4.148
H  -3.666  -2.087  2.140
H  -2.887  0.077  4.529
H  -3.395  -1.408  5.374
H  -4.225  -0.901  3.885
H  -0.239  -1.457  3.435
H  -0.743  -2.934  4.274
H  -0.847  -1.362  5.104
C  2.653  -1.755  6.081
O  1.720  -1.305  5.437
N  3.052  -3.045  6.082
C  4.176  -3.504  6.877
C  2.333  -4.002  5.261
H  3.265  -1.114  6.736
H  4.934  -3.930  6.216
H  3.833  -4.270  7.576
H  4.617  -2.680  7.438
H  2.380  -3.689  4.216
H  1.285  -4.026  5.570
H  2.768  -4.994  5.366
C  -5.065  5.976  -1.381
O  -5.988  5.412  -1.941
N  -3.776  5.567  -1.403
C  -2.724  6.285  -0.710
C  -3.440  4.369  -2.147
H  -5.219  6.895  -0.790
H  -1.972  6.607  -1.433
H  -2.259  5.622  0.024
H  -3.124  7.159  -0.197
H  -3.720  4.508  -3.194
H  -4.008  3.527  -1.742
H  -2.374  4.157  -2.077
C  -0.354  3.923  -3.804
O  -0.451  3.586  -2.634
N  0.191  5.078  -4.239
C  0.272  5.411  -5.649
C  0.716  6.018  -3.263
H  -0.720  3.283  -4.623
H  1.319  5.548  -5.927
H  -0.276  6.338  -5.831
H  -0.158  4.618  -6.260
H  1.501  5.532  -2.681
H  -0.084  6.318  -2.585
H  1.121  6.896  -3.763
C  5.898  0.233  5.431
O  6.684  -0.403  6.112
N  5.864  0.245  4.079
C  4.894  1.029  3.340
C  6.830  -0.554  3.347
H  5.124  0.871  5.887
H  4.292  0.363  2.718
H  5.420  1.743  2.702
H  4.238  1.573  4.019
H  6.717  -1.603  3.626
H  7.839  -0.231  3.611
H  6.679  -0.443  2.274
C  0.604  -2.418  -5.560
O  1.778  -2.704  -5.426
N  -0.381  -2.739  -4.688
C  -1.764  -2.364  -4.913
C  -0.039  -3.484  -3.490
H  0.240  -1.854  -6.435
H  -2.102  -1.737  -4.085
H  -2.376  -3.269  -4.959
H  -1.871  -1.812  -5.846
H  0.686  -2.914  -2.905
H  0.414  -4.436  -3.774
H  -0.929  -3.668  -2.890
C  2.834  -7.372  -7.519
O  2.506  -8.273  -8.267
N  2.990  -6.076  -7.878
C  3.384  -5.052  -6.928
C  2.756  -5.701  -9.260
H  3.036  -7.550  -6.449
H  2.609  -4.288  -6.882
H  4.322  -4.598  -7.259
H  3.525  -5.475  -5.934
H  1.729  -5.952  -9.533
H  3.434  -6.262  -9.906
H  2.920  -4.633  -9.396
C  6.233  4.464  7.360
O  5.311  3.901  6.796
N  7.513  4.028  7.385
C  8.563  4.748  8.077
C  7.841  2.795  6.692
H  6.086  5.406  7.914
H  9.339  5.029  7.361
H  8.996  4.103  8.845
H  8.170  5.649  8.548
H  7.588  2.902  5.634
H  7.248  1.982  7.111
H  8.900  2.568  6.795

2S+1: 1
HOMO-LUMO gap: 5.866 eV
DFT total energy: -87173.849 eV
E_LUMO: -4.0952 eV
Charge: +1